# C46H67Br2N6O9P2SSiSr

A molecular structure, C46H67Br2N6O9P2SSiSr (ωB97M-V/def2-TZVPD, OMol25).

Summary:
E_HOMO   -5.234 eV
Energy relative to the best compared isomer or geometry (same formula, charge and spin)   95.1 kJ/mol
LUMO energy   0.048 Eh
F_max   0.0139 hartree/bohr
Multiplicity   1
HOMO-LUMO gap   6.6 eV
DFT total energy   -9348.35709 a.u.
Charge   -1

XYZ file:
```
135
Properties=species:S:1:pos:R:3:forces:R:3
H -0.397961 -2.149879 -4.319758 0.010 0.026 0.007
H -0.213779 -0.169739 6.298546 -0.022 0.012 0.013
H 4.551208 -2.697789 0.515047 -0.017 0.019 -0.018
C 4.940417 -2.810587 -3.007787 0.010 -0.002 0.018
C 3.356317 5.840567 0.677991 0.021 -0.019 0.002
O 2.308691 4.933073 -2.173552 -0.136 0.001 -0.004
H -1.733505 -2.360905 1.954766 0.021 0.023 -0.002
C 3.117179 -1.243987 -3.280108 0.036 -0.085 -0.027
H 6.057846 0.111037 -4.299373 0.002 -0.013 0.005
H -0.345183 8.204150 0.204303 -0.009 -0.020 -0.007
C -2.227604 0.185971 4.636384 -0.111 -0.019 0.168
H 4.366124 6.519221 2.479884 0.000 0.007 -0.021
C 3.070801 4.732333 -4.388750 0.031 -0.001 -0.018
C -6.342758 0.463599 -0.839666 -0.033 -0.005 -0.002
C -0.458626 -6.958239 -1.696706 0.654 0.107 -0.263
C 0.664699 -2.318289 -4.140060 0.011 -0.131 -0.017
Br -5.625970 -1.357987 1.207919 0.016 -0.024 0.031
H 4.462114 5.332421 -1.104206 -0.010 -0.011 0.015
Br -7.660831 2.185708 -2.652037 -0.044 0.016 -0.016
H -2.977791 3.615478 -4.369519 -0.030 -0.001 0.000
H -1.898579 4.363219 -0.901991 0.000 -0.032 -0.029
C -1.173957 7.675402 -0.271406 -0.006 0.041 0.026
C 3.920518 1.619519 -0.221968 0.044 -0.041 -0.035
H -1.734162 5.951641 1.786545 -0.010 -0.005 0.016
H 0.870728 -0.999694 2.949024 0.024 -0.003 -0.066
C 2.916537 7.225540 0.215737 -0.001 0.050 -0.034
H 0.644189 3.601429 -3.838322 0.030 -0.007 -0.016
H -0.649266 4.635458 1.292989 -0.003 0.052 -0.019
C -2.225200 2.189647 -2.939981 0.037 0.003 -0.104
H 3.686332 7.958554 0.466738 0.001 0.023 0.000
O 0.269418 5.936013 -0.919231 0.114 -0.054 -0.061
H -1.182227 2.396303 -3.156990 -0.033 -0.032 0.017
H -0.472824 -3.653434 5.122716 -0.004 0.004 0.005
C 3.563768 5.837343 2.189147 -0.008 -0.007 0.007
H 1.145704 7.205269 -2.934446 -0.006 -0.033 -0.016
H -0.190996 5.057796 -3.299727 0.011 0.016 0.013
H 2.750669 7.245789 -0.862144 0.019 -0.016 0.039
H 4.725469 2.198345 0.235673 -0.019 -0.028 0.053
C 4.640388 5.424437 -0.033289 0.093 0.039 0.026
H -2.587124 -2.867573 6.004287 -0.011 -0.011 -0.007
H 6.218612 0.530726 -0.036896 -0.006 0.028 -0.006
H -0.020185 -3.243940 3.429420 0.030 -0.028 -0.019
N -2.462851 1.296996 -2.008272 -0.010 0.066 0.055
C -6.149678 1.368522 -1.842303 0.144 -0.042 0.052
C 5.830212 -0.482752 -0.106746 -0.027 -0.024 -0.003
H -1.841743 1.118626 5.055762 0.019 -0.004 -0.031
H -2.163964 5.777300 -1.943707 -0.006 -0.027 -0.004
N -0.870909 -2.683229 -0.980312 -0.029 -0.010 0.096
C -2.144231 -1.861626 2.826789 -0.039 -0.092 0.102
S 0.427392 2.842693 -0.778364 -0.034 -0.273 -0.061
C 4.023189 -0.310501 -3.778915 0.012 -0.009 0.016
C -0.631808 -5.443469 -1.415368 -0.146 -0.038 0.145
H 1.576938 0.271628 -5.302639 0.021 -0.017 0.007
C -1.488577 -4.663645 -2.176133 -0.017 0.011 -0.031
O 0.152221 -7.584602 -0.811178 -0.218 -0.023 0.075
H -7.344734 0.215202 -0.516946 0.000 0.004 -0.013
C -2.643432 -2.149578 5.181617 0.044 0.022 0.019
H -3.209899 -1.736758 2.632114 -0.010 0.000 0.017
O -0.862869 -7.321164 -2.817699 -0.259 -0.029 0.114
H 0.692217 0.277108 4.179090 -0.039 0.031 -0.010
O 2.561353 0.252763 1.184293 -0.019 0.025 0.081
C -0.084201 -3.448635 -0.202328 0.046 0.027 -0.029
C -1.580869 -3.304181 -1.918755 0.049 0.032 -0.103
H -3.299320 0.327142 4.478626 0.022 0.011 -0.004
C 3.599157 -2.490391 -2.871242 -0.009 -0.004 0.041
O 0.287305 -1.495004 1.039369 0.283 -0.070 0.309
C -4.835366 1.694565 -2.266304 -0.155 0.038 -0.067
H 3.202501 -1.968676 1.400688 0.018 0.008 0.020
H 5.756074 -0.759635 -1.161757 -0.004 0.006 0.040
H 2.919731 -3.226298 -2.452815 0.000 0.019 -0.016
N 0.101465 -1.642690 4.819564 -0.035 0.043 -0.035
O 2.355337 4.860126 0.428802 -0.111 -0.115 0.006
H 4.820099 -2.020751 2.130022 0.003 0.015 -0.014
H 1.463389 1.379726 -3.904969 0.003 0.028 0.015
C 1.093348 0.450445 -4.339972 0.015 0.091 -0.075
H 1.985128 7.513019 0.704922 -0.001 -0.003 0.010
H -2.053076 -5.134797 -2.970346 0.002 0.012 0.005
C -0.946549 6.168629 -0.209659 -0.002 0.010 0.005
H 1.182203 -2.419787 -5.095484 0.016 0.017 0.010
H 0.020753 0.574875 -4.506027 0.010 -0.017 0.026
C -0.695980 -1.098249 5.991724 0.097 -0.045 -0.029
C 5.830421 -1.881887 -3.533291 0.007 -0.003 -0.025
H 3.112365 3.645433 -4.288846 -0.005 0.014 -0.004
C 0.570120 -2.727667 0.965167 -0.063 -0.245 -0.214
H 3.013720 2.217781 -0.245879 0.048 0.026 -0.010
C 0.617910 4.687409 -3.930539 -0.067 -0.029 0.002
H 4.032059 5.142667 -4.073221 -0.011 -0.009 0.003
H 0.400955 4.953186 -4.967954 0.019 -0.008 -0.009
H -1.237154 8.002981 -1.311176 0.007 -0.020 0.008
Si 1.337762 4.661572 -0.854997 -0.018 0.258 -0.065
H -3.042828 5.630511 -0.413045 0.029 0.025 0.019
C 0.227705 -0.604588 3.732753 -0.078 -0.163 0.188
C -0.582802 -2.931614 4.310663 -0.081 0.050 0.011
H -2.244461 -2.674703 -2.506135 -0.004 0.003 0.009
H -0.623087 -1.840978 6.788510 -0.005 0.003 0.010
H -2.100920 7.950101 0.237109 0.001 -0.015 -0.006
O 1.253782 -3.357912 1.787968 -0.112 0.054 0.007
H 1.675242 7.119863 -4.632296 -0.010 0.006 0.011
C 3.619176 0.373836 0.577468 -0.061 0.018 -0.055
H 1.037007 -1.899755 5.131044 0.020 -0.001 -0.024
C -3.745154 1.052927 -1.634949 -0.053 0.000 -0.069
C 0.060420 -4.811701 -0.385118 0.001 -0.043 -0.006
H 2.643624 6.143018 2.691280 0.013 -0.013 -0.002
H 0.696818 -5.393329 0.267132 -0.011 -0.002 -0.007
C -2.088088 5.435711 -0.908270 -0.020 0.027 -0.011
O -2.912768 -0.386654 0.060779 -0.006 0.027 0.093
C 5.371165 -0.627154 -3.902898 -0.021 0.001 -0.030
P 1.322358 -0.925033 -3.155165 -0.174 0.254 0.176
Sr -0.569296 0.061913 -0.475434 0.000 0.064 -0.202
H -3.689017 -1.980291 4.929742 -0.003 0.001 -0.010
H 3.682950 0.670615 -4.084734 -0.009 0.006 -0.010
C -5.256183 -0.148338 -0.204492 0.004 0.112 -0.021
C -3.921406 0.115555 -0.528521 -0.005 -0.050 -0.006
C -0.819296 5.713193 1.239666 -0.028 -0.015 0.065
H 5.429485 6.161881 0.135676 -0.005 0.001 0.010
N -2.057984 -0.886155 5.641577 -0.039 0.026 -0.026
H 5.289004 -3.789494 -2.702983 -0.001 0.007 -0.004
H 4.981956 4.461747 0.351330 -0.023 0.013 -0.027
H 2.872771 7.233733 -3.331356 -0.009 -0.016 -0.004
H 3.817286 4.829212 2.521246 -0.005 0.012 -0.001
H 0.018020 6.221563 1.722042 0.008 -0.007 0.006
H 4.235795 1.375716 -1.240014 -0.043 -0.008 0.020
H 6.553575 -1.146180 0.368629 -0.014 -0.007 0.017
C -3.242152 2.888852 -3.612869 0.026 -0.064 0.064
H 2.910324 4.984572 -5.439505 -0.016 -0.002 0.014
C -4.541699 2.631786 -3.282635 0.065 -0.024 0.037
P -1.420840 -0.166908 2.998917 0.209 0.162 -0.229
H 0.744732 -3.250677 -3.580452 0.013 0.003 -0.024
H 6.878216 -2.132184 -3.644118 -0.007 -0.005 0.005
C 1.905062 6.809454 -3.609887 0.039 0.047 -0.024
C 4.265941 -1.890704 1.193887 -0.006 -0.037 -0.004
C 1.955401 5.287725 -3.509819 0.059 -0.011 0.036
N -1.956699 -2.697275 4.027036 0.057 0.035 -0.084
H -5.355125 3.142941 -3.778705 -0.008 0.009 -0.007
N 4.560168 -0.608445 0.582330 0.064 0.017 0.013
```
Positions in Å, forces in eV/Å.